No. 1
Density functional theory data (ωB97M-V/def2-TZVPD) for a molecular structure, C4H7MgO3.

Geometry as XYZ:
```
15
Properties=species:S:1:pos:R:3:nbo_charge:R:1
O -0.8476 -1.0225 2.2457 -0.98
C -1.8385 -0.8814 1.3372 0.06
C -1.3585 -0.6965 -0.0632 -0.22
O -0.3312 0.2902 -0.0381 -0.64
C 0.6201 0.3329 -1.1054 -0.10
C 1.8577 1.0371 -0.5475 -0.07
O 2.2419 0.5010 0.6777 -1.07
Mg 0.7551 -0.0993 1.7015 1.82
H -2.7536 -0.3827 1.6966 0.14
H -1.0626 -1.5654 -0.6751 0.18
H 0.1941 0.8605 -1.9719 0.19
H 0.8660 -0.7024 -1.3954 0.17
H 1.6306 2.1200 -0.4638 0.14
H 2.6548 0.9428 -1.3102 0.16
H -2.6283 -0.7344 -0.0881 0.22
```

Results
strongest force on any atom: 5.0 eV/A
energy relative to the best compared isomer or geometry (same formula, charge and spin): 2.214 eV
expectation value of S²: 0.75
calculated total energy: -15846.1741 eV
LUMO level (alpha / beta): -0.0131 / -0.0150 hartree
multiplicity: 2

=====

No. 2
Density functional theory data (ωB97M-V/def2-TZVPD) for 11 unconnected molecules or ions with the total composition C43H64O33.

Geometry as XYZ:
```
140
Properties=species:S:1:pos:R:3:lowdin_charge:R:1
C -10.2188 13.3339 -21.8988 -0.02
C -9.2955 12.8031 -20.8256 -0.31
C -7.8088 12.7356 -21.2973 -0.09
O -7.1515 13.6099 -20.4085 0.08
C -7.9804 14.0467 -19.4365 -0.56
O -7.6531 14.6781 -18.4850 0.16
O -9.2498 13.6596 -19.6891 0.09
H -9.8624 14.3143 -22.2239 0.10
H -11.2556 13.3866 -21.5647 0.09
H -10.2519 12.7011 -22.7898 0.07
H -9.6554 11.8337 -20.4717 0.13
H -7.8574 13.0739 -22.3333 0.13
H -7.4324 11.7147 -21.2616 0.12
C -13.4740 10.3586 -27.6808 -0.02
C -13.2731 10.9951 -26.3158 -0.29
C -14.1741 10.3922 -25.2058 -0.07
O -13.2711 10.1405 -24.1375 0.06
C -12.0115 10.3882 -24.5194 -0.55
O -11.0559 10.2355 -23.8198 0.14
O -11.9595 10.7906 -25.7965 0.10
H -14.5330 10.1251 -27.8120 0.09
H -12.8719 9.4718 -27.8625 0.09
H -13.2691 11.0966 -28.4584 0.08
H -13.4962 12.0565 -26.4236 0.15
H -14.6763 9.4798 -25.5236 0.13
H -14.9142 11.1273 -24.8933 0.14
C -9.8986 2.6598 -15.9076 -0.02
C -9.3994 3.9279 -15.2676 -0.28
C -9.5124 5.1474 -16.1868 -0.10
O -10.7986 5.6702 -15.8889 0.04
C -11.1819 5.2158 -14.6500 -0.56
O -12.1718 5.5761 -14.1026 0.17
O -10.3370 4.2730 -14.2189 0.09
H -9.7544 1.7798 -15.2806 0.09
H -9.3568 2.4002 -16.8261 0.09
H -10.9400 2.7132 -16.2267 0.10
H -8.4219 3.8430 -14.8017 0.16
H -9.4464 4.8155 -17.2219 0.12
H -8.7385 5.8926 -15.9952 0.13
C -8.0540 11.4848 -15.8621 0.00
C -7.1174 10.5839 -16.6456 -0.28
C -7.2407 9.0590 -16.3971 -0.07
O -7.3777 8.5045 -17.7040 0.04
C -7.3751 9.4820 -18.6408 -0.56
O -7.5146 9.2853 -19.8127 0.13
O -7.3005 10.6799 -18.0702 0.10
H -7.7861 11.3722 -14.8077 0.10
H -9.0978 11.2160 -16.0062 0.07
H -7.8131 12.5180 -16.1089 0.10
H -6.0980 10.9464 -16.5000 0.15
H -8.0807 8.7886 -15.7632 0.13
H -6.2860 8.7523 -15.9708 0.13
C -11.3710 10.6082 -14.0498 -0.03
C -11.2088 12.1045 -14.0928 -0.33
C -12.5918 12.8094 -14.0284 -0.07
O -12.5614 13.4956 -12.7814 0.08
C -11.3767 13.3273 -12.1716 -0.56
O -11.0976 13.7311 -11.0911 0.16
O -10.5132 12.6474 -12.9799 0.08
H -11.9018 10.2535 -14.9325 0.05
H -11.9446 10.2359 -13.1992 0.10
H -10.3939 10.1210 -14.1127 0.08
H -10.7056 12.4029 -15.0088 0.12
H -13.3744 12.0535 -13.9743 0.13
H -12.7668 13.4395 -14.8964 0.13
C -11.0731 9.0330 -20.8398 0.00
C -11.7659 8.9516 -19.5040 -0.28
C -10.9962 8.3135 -18.3369 -0.08
O -11.0398 9.2843 -17.3018 0.05
C -11.6008 10.4320 -17.7610 -0.55
O -11.6687 11.4318 -17.1214 0.16
O -12.0178 10.2819 -19.0242 0.10
H -10.0319 9.3358 -20.6671 0.07
H -11.4980 9.7889 -21.4970 0.08
H -11.0520 8.1017 -21.4037 0.07
H -12.7128 8.4260 -19.6641 0.12
H -9.9882 8.0611 -18.6763 0.10
H -11.4196 7.4010 -17.9159 0.12
C -6.2297 6.2923 -20.7345 0.00
C -7.4965 5.4419 -20.6507 -0.26
C -8.7811 6.1786 -20.2195 -0.07
O -9.5766 6.1393 -21.3845 0.07
C -9.0268 5.3614 -22.3479 -0.48
O -9.5662 5.1294 -23.3835 0.17
O -7.7911 4.9866 -21.9882 0.12
H -5.7854 6.5120 -19.7646 0.09
H -6.5514 7.2496 -21.1539 0.07
H -5.5110 5.8210 -21.3986 0.10
H -7.2836 4.5660 -20.0329 0.15
H -8.5051 7.2025 -19.9707 0.10
H -9.2506 5.6782 -19.3730 0.12
C -12.2417 4.2455 -24.1627 -0.01
C -11.8898 5.3127 -23.1751 -0.32
C -12.4059 6.7281 -23.4557 -0.07
O -12.9891 7.1485 -22.2282 0.04
C -12.9513 6.1443 -21.3249 -0.56
O -13.3089 6.2573 -20.1906 0.14
O -12.4317 5.0397 -21.8598 0.11
H -13.3088 4.0151 -24.1753 0.09
H -11.7839 3.2903 -23.8853 0.09
H -11.8257 4.4583 -25.1464 0.10
H -10.8116 5.3312 -23.0102 0.00
H -13.1614 6.7355 -24.2454 0.13
H -11.6079 7.4117 -23.7427 0.11
C -15.0386 10.4035 -21.3741 -0.01
C -16.5241 10.5041 -21.0793 -0.28
C -17.0387 10.5952 -19.6220 -0.07
O -17.6172 11.8907 -19.5622 0.07
C -17.7267 12.4330 -20.7929 -0.57
O -18.2908 13.4554 -21.0275 0.15
O -17.1079 11.6656 -21.7021 0.07
H -14.6297 11.3190 -21.8012 0.09
H -14.7602 9.5443 -21.9810 0.07
H -14.4597 10.2460 -20.4537 0.07
H -16.9826 9.6658 -21.6095 0.15
H -16.1903 10.5171 -18.9461 0.12
H -17.7699 9.8120 -19.4543 0.12
C -13.9736 8.0702 -15.8818 0.00
C -14.2934 7.5197 -17.2610 -0.29
C -14.7560 6.0651 -17.2103 -0.09
O -16.1300 6.1089 -17.5611 0.09
C -16.4655 7.3511 -17.9506 -0.55
O -17.5263 7.6516 -18.3976 0.16
O -15.4334 8.2072 -17.7840 0.08
H -13.6248 9.1093 -15.8810 0.07
H -13.1638 7.4989 -15.4253 0.07
H -14.8508 8.1071 -15.2331 0.10
H -13.4409 7.6592 -17.9157 0.10
H -14.4396 5.4632 -16.3594 0.14
H -14.2133 5.5494 -18.0161 0.11
O -5.3679 7.6618 -24.2692 0.16
C -6.4727 8.0750 -24.1193 -0.57
O -7.5193 7.7316 -24.9093 0.07
C -8.6662 8.5096 -24.5631 -0.11
C -8.2441 9.2119 -23.2674 -0.12
O -6.8619 8.9169 -23.1452 0.06
H -8.8564 9.2363 -25.3514 0.13
H -9.5363 7.8699 -24.4383 0.11
H -8.7943 8.9027 -22.3802 0.10
H -8.4418 10.2810 -23.3531 0.12
```

Results
strongest force on any atom: 4.8 eV/A
energy relative to the best compared isomer or geometry (same formula, charge and spin): 0.000 eV
SMILES string: C[C@H]1COC(=O)O1.C[C@H]1COC(=O)O1.C[C@H]1COC(=O)O1.C[C@H]1COC(=O)O1.C[C@H]1COC(=O)O1.C[C@H]1COC(=O)O1.C[C@H]1COC(=O)O1.C[C@H]1COC(=O)O1.C[C@H]1COC(=O)O1.C[C@H]1COC(=O)O1.O=C1OCCO1
calculated total energy: -113198.4988 eV
LUMO level: -0.0143 hartree
multiplicity: 1

=====

No. 3
Density functional theory data (ωB97M-V/def2-TZVPD) for 2 unconnected molecules or ions with the total composition C3H5NO.

Geometry as XYZ:
```
10
Properties=species:S:1:pos:R:3:nbo_charge:R:1
N -1.8014 2.4926 0.3818 -0.79
C -2.2182 2.9756 -0.6597 0.86
O -2.7716 3.2268 -1.6574 -0.50
H -0.9479 2.7595 0.9116 0.43
C 0.1858 -0.1789 -0.0931 -0.39
C 0.9686 -1.2087 0.1149 -0.37
H 0.5402 0.8326 -0.3396 0.19
H -0.8078 -0.4366 -0.0436 0.20
H 2.0015 -1.3589 -0.0810 0.18
H 0.7425 -2.0356 0.7120 0.18
```

Results
strongest force on any atom: 2.6 eV/A
energy relative to the best compared isomer or geometry (same formula, charge and spin): 1.578 eV
SMILES string: N=C=O.C=C
calculated total energy: -6727.9946 eV
LUMO level: 0.0235 hartree
multiplicity: 1

=====

No. 4
Density functional theory data (ωB97M-V/def2-TZVPD) for C4H6N2O2 in the gas phase.

Geometry as XYZ:
```
14
Properties=species:S:1:pos:R:3:nbo_charge:R:1
C -2.4893 -0.3130 -0.2359 -0.26
O -1.3201 -0.8861 0.3085 -0.50
C -0.2077 -0.1154 0.1702 0.62
N -0.2003 1.1318 -0.0672 -0.51
C 1.1025 1.5343 -0.2135 -0.11
C 1.8863 0.4744 -0.0862 -0.10
N 1.1682 -0.6548 0.0828 -0.14
O 2.0355 -1.8965 0.2485 -0.50
H -3.3440 -0.1923 0.5672 0.18
H -2.8638 -0.9090 -1.0531 0.18
H -2.1633 0.6758 -0.5993 0.22
H 1.5020 2.6073 -0.2722 0.22
H 2.9194 0.5498 -0.0775 0.22
H 1.9747 -2.0064 1.2278 0.48
```

Results
strongest force on any atom: 3.8 eV/A
energy relative to the best compared isomer or geometry (same formula, charge and spin): 4.397 eV
SMILES string: COc1nccn1O
calculated total energy: -11316.6453 eV
LUMO level: 0.0189 hartree
multiplicity: 1

=====

No. 5
Density functional theory data (ωB97M-V/def2-TZVPD) for C2H4N4OS in the gas phase.

Geometry as XYZ:
```
12
Properties=species:S:1:pos:R:3:nbo_charge:R:1
N -1.0643 1.6553 -0.2793 -0.63
N -0.0846 0.7795 -0.2216 -0.04
N 1.1810 1.3129 0.1060 -0.07
N 1.9703 0.2408 0.0654 -0.31
C 1.1922 -0.8180 -0.2067 0.38
O 1.6048 -2.0856 -0.2550 -0.65
C -0.2758 -0.5116 -0.2177 -0.11
S -1.8590 -1.3290 -0.0513 0.05
H -1.5658 1.4734 -1.0953 0.36
H -1.6678 1.8216 0.5319 0.37
H 2.5279 -1.9489 0.2752 0.49
H -1.9590 -0.5903 1.3484 0.16
```

Results
strongest force on any atom: 5.3 eV/A
energy relative to the best compared isomer or geometry (same formula, charge and spin): 3.377 eV
SMILES string: Nn1nnc(O)c1S
calculated total energy: -20977.6381 eV
LUMO level: -0.0074 hartree
multiplicity: 1

=====

No. 6
Density functional theory data (ωB97M-V/def2-TZVPD) for 2 unconnected molecules or ions with the total composition C6H14P2.

Geometry as XYZ:
```
22
Properties=species:S:1:pos:R:3:nbo_charge:R:1
C -0.2335 -1.9061 0.1053 -0.17
C 0.9857 1.0029 1.0987 -0.61
C 0.6127 0.5985 -1.2971 -0.66
C -1.1253 1.8837 0.0877 -0.58
C -0.9096 -0.6256 0.3739 -0.61
C -0.1621 0.6297 0.0347 -0.02
P -0.7168 -2.5674 -2.4548 0.00
P 0.6729 -2.8055 1.3133 0.38
H 0.5929 0.6836 2.1885 0.18
H 1.0147 2.0679 1.1645 0.22
H 1.9972 0.5888 0.9358 0.21
H 1.6887 0.7507 -1.1885 0.21
H 0.2057 1.4343 -1.9774 0.21
H 0.4967 -0.4532 -1.7966 0.25
H -0.5759 2.7322 -0.2534 0.21
H -1.9704 1.7144 -0.7242 0.20
H -1.5404 1.9924 1.0320 0.21
H -1.0455 -0.5574 1.5048 0.20
H -1.8411 -0.6028 -0.0803 0.25
H -1.2999 -1.3409 -2.3413 -0.11
H 1.5464 -1.7760 1.7572 0.00
H 1.6069 -3.4444 0.5172 0.01
```

Results
strongest force on any atom: 4.7 eV/A
energy relative to the best compared isomer or geometry (same formula, charge and spin): 6.246 eV
calculated total energy: -25019.5031 eV
LUMO level (alpha / beta): -0.0491 / -0.0504 hartree
multiplicity: 1

=====

- Which value of strongest force on any atom does entry 1 give?
  5.0 eV/A